Version a
# C5H14N3

A 2-piece molecular cluster, C5H14N3 overall (wB97M-V/def2-TZVPD, OMol25).

Output
frontier orbital gap	0.174	Eh
multiplicity	1
HOMO	-0.46505	Ha
total charge	+1

The geometry in XYZ format:
```
22
C5H14N3, DFT wB97M-V/def2-TZVPD
C 0.27 -2.09 -2.45
C 0.13 -1.13 -1.25
C -1.23 -0.32 -1.09
C -1.01 0.33 0.21
C -1.69 -0.25 1.25
N -1.37 0.10 2.58
N -0.11 1.37 0.32
N 2.74 2.58 1.77
H 0.28 -1.58 -3.41
H -0.34 -2.93 -2.61
H 1.21 -2.55 -2.23
H 0.29 -1.73 -0.25
H -2.12 -0.99 -1.33
H -1.22 0.40 -2.04
H -2.07 -1.26 1.14
H -2.08 0.32 3.21
H -0.74 0.91 2.59
H -0.57 2.22 -0.01
H 2.22 1.69 1.55
H 3.42 2.39 2.54
H 0.72 -0.21 -1.39
H 3.26 2.71 0.89
```

Version b
# C5H14N3

A 2-piece molecular cluster, C5H14N3 overall (wB97M-V/def2-TZVPD, OMol25).

Output
frontier orbital gap	0.375	Eh
multiplicity	1
HOMO	-0.49385	Ha
total charge	+1

The geometry in XYZ format:
```
22
C5H14N3, DFT wB97M-V/def2-TZVPD
C -2.46 -0.28 -1.36
C -1.92 0.21 -2.54
C -1.19 -2.15 -0.74
N -1.77 -1.07 -0.33
H -3.55 -0.22 -1.15
H -0.85 0.09 -2.78
H -2.55 0.66 -3.31
H -0.59 -2.70 -0.04
H -1.19 -2.49 -1.78
N -0.27 0.76 0.90
C 1.15 0.38 0.64
C 2.13 1.06 1.60
N 3.48 0.65 1.25
H -0.50 0.83 1.90
H -0.38 1.72 0.52
H -0.98 0.15 0.42
H 1.21 -0.71 0.65
H 1.35 0.72 -0.39
H 2.03 2.15 1.44
H 1.83 0.86 2.65
H 4.16 1.38 1.61
H 3.69 -0.21 1.83
```

Version c
# C5H14N3

A 2-piece molecular cluster, C5H14N3 overall (wB97M-V/def2-TZVPD, OMol25).

Output
frontier orbital gap	0.263	Eh
multiplicity	1
HOMO	-0.43204	Ha
total charge	+1

The geometry in XYZ format:
```
22
C5H14N3, DFT wB97M-V/def2-TZVPD
C 2.12 0.21 0.33
C 2.90 -1.05 0.01
C 0.97 0.20 1.05
C -2.52 0.54 0.17
C -1.35 -0.33 -0.37
N 2.48 1.38 -0.35
N -1.37 -1.54 0.18
N -3.08 1.05 -1.06
H 3.36 -1.22 -0.94
H 2.21 -1.80 0.34
H 3.83 -1.07 0.83
H 0.79 -0.54 1.71
H 0.63 1.30 1.30
H -3.01 -0.08 0.86
H -2.06 1.40 0.65
H -0.92 -0.13 -1.29
H 1.72 2.00 -0.71
H -1.88 -1.93 1.01
H -0.83 -2.20 -0.23
H -3.70 0.51 -1.64
H 3.29 1.40 -0.92
H -3.60 1.91 -0.95
```

Which of them is the most stable? Correct choice: version b.